{
  "formula": "C47H62BN7O",
  "method": "the ωB97M-V functional and the def2-TZVPD basis",
  "symbols": ["C", "C", "C", "C", "C", "C", "C", "C", "C", "B", "O", "C", "C", "C", "H", "H", "H", "H", "H", "H", "H", "H", "H", "H", "H", "H", "H", "H", "H", "H", "H", "H", "H", "H", "H", "H", "H", "H", "H", "H", "H", "N", "C", "C", "C", "C", "C", "H", "H", "H", "H", "H", "N", "C", "C", "C", "C", "C", "H", "H", "H", "H", "H", "N", "C", "C", "C", "C", "C", "H", "H", "H", "H", "H", "N", "C", "C", "C", "C", "C", "H", "H", "H", "H", "H", "N", "C", "C", "C", "C", "C", "H", "H", "H", "H", "H", "N", "C", "C", "C", "C", "C", "H", "H", "H", "H", "H", "N", "C", "C", "C", "C", "C", "H", "H", "H", "H", "H"],
  "coordinates": [[-4.2517, 3.8049, -1.0587], [-2.9201, 3.0601, -0.9570], [-1.9189, 3.4202, -2.0729], [-1.6693, 2.3079, -3.0866], [-2.9099, 1.8708, -3.8662], [-2.5968, 0.9040, -5.0125], [-2.3265, -0.5393, -4.5748], [-3.5302, -1.2212, -3.8874], [-3.2507, -1.9643, -2.5541], [-1.7710, -2.1822, -2.0925], [-1.4128, -1.9907, -0.7783], [-0.6005, -0.8216, -0.5911], [-0.2497, -0.6372, 0.8703], [0.6001, 0.6209, 1.0818], [-4.8148, 3.4867, -1.9427], [-4.0920, 4.8835, -1.1481], [-4.8810, 3.6374, -0.1808], [-2.4739, 3.2629, 0.0217], [-3.1194, 1.9811, -0.9739], [-0.9674, 3.7301, -1.6371], [-2.2938, 4.2991, -2.6163], [-1.2468, 1.4376, -2.5661], [-0.9065, 2.6314, -3.8070], [-3.6176, 1.3956, -3.1733], [-3.4245, 2.7599, -4.2513], [-1.7040, 1.2775, -5.5315], [-3.4072, 0.9170, -5.7499], [-2.0278, -1.1197, -5.4540], [-1.4534, -0.5536, -3.9159], [-4.2763, -0.4487, -3.6800], [-4.0168, -1.8989, -4.5942], [-3.8150, -1.5038, -1.7352], [-3.6461, -2.9936, -2.6156], [-0.9043, -2.5600, -2.8429], [0.3177, -0.8952, -1.1943], [-1.1527, 0.0558, -0.9487], [0.2849, -1.5206, 1.2275], [-1.1919, -0.5872, 1.4270], [0.7210, 1.1932, 0.1538], [0.1368, 1.2969, 1.8049], [1.5962, 0.3700, 1.4430], [3.7255, -4.9590, -1.0413], [3.1512, -5.4406, 0.0574], [1.8882, -5.0729, 0.4934], [1.1703, -4.1446, -0.2469], [1.7586, -3.6340, -1.3964], [3.0269, -4.0726, -1.7491], [3.7349, -6.1489, 0.6355], [1.4906, -5.4884, 1.4101], [0.1856, -3.8156, 0.0562], [1.2420, -2.9097, -2.0097], [3.5086, -3.6909, -2.6428], [0.3848, 5.8101, -1.1655], [1.6436, 6.1285, -1.4655], [2.1867, 7.3805, -1.2103], [1.3894, 8.3439, -0.6135], [0.0793, 8.0192, -0.2975], [-0.3730, 6.7419, -0.5949], [2.2287, 5.3467, -1.9382], [3.2146, 7.5893, -1.4754], [1.7803, 9.3302, -0.3982], [-0.5820, 8.7371, 0.1685], [-1.3938, 6.4533, -0.3642], [2.6029, -1.9463, 2.8226], [2.3646, -1.6934, 4.1072], [3.0445, -2.3108, 5.1465], [4.0236, -3.2414, 4.8355], [4.2810, -3.5135, 3.5013], [3.5460, -2.8391, 2.5366], [1.5922, -0.9591, 4.3149], [2.8094, -2.0638, 6.1730], [4.5768, -3.7452, 5.6176], [5.0350, -4.2332, 3.2100], [3.7199, -3.0287, 1.4831], [-2.3129, 2.9800, 3.5577], [-2.7461, 1.7505, 3.2920], [-2.8973, 0.7622, 4.2544], [-2.5772, 1.0666, 5.5677], [-2.1245, 2.3438, 5.8594], [-2.0108, 3.2601, 4.8236], [-2.9849, 1.5421, 2.2536], [-3.2579, -0.2186, 3.9741], [-2.6792, 0.3236, 6.3483], [-1.8631, 2.6299, 6.8692], [-1.6601, 4.2673, 5.0192], [7.0859, -7.1310, 2.6469], [7.6117, -8.2545, 3.1287], [7.3229, -9.5143, 2.6240], [6.4391, -9.6157, 1.5617], [5.8843, -8.4542, 1.0492], [6.2405, -7.2436, 1.6247], [8.2992, -8.1426, 3.9599], [7.7834, -10.3919, 3.0571], [6.1895, -10.5807, 1.1399], [5.1932, -8.4774, 0.2171], [5.8367, -6.3137, 1.2395], [3.5653, 3.9251, -3.3753], [4.7574, 4.3754, -3.7581], [5.4237, 3.9150, -4.8841], [4.8187, 2.9349, -5.6546], [3.5771, 2.4582, -5.2663], [2.9942, 2.9837, -4.1225], [5.2038, 5.1411, -3.1327], [6.3925, 4.3179, -5.1460], [5.3063, 2.5496, -6.5407], [3.0654, 1.6933, -5.8345], [2.0229, 2.6338, -3.7891], [-7.8080, -0.6738, 4.0830], [-6.7709, 0.1473, 4.2271], [-6.4027, 1.0938, 3.2823], [-7.1528, 1.1957, 2.1217], [-8.2359, 0.3472, 1.9583], [-8.5203, -0.5654, 2.9643], [-6.2024, 0.0442, 5.1455], [-5.5495, 1.7355, 3.4584], [-6.8964, 1.9207, 1.3598], [-8.8521, 0.3866, 1.0703], [-9.3615, -1.2428, 2.8664]],
  "forces_ev_per_angstrom": [[-0.03, -0.03, -0.10], [-0.01, -0.06, 0.08], [-0.10, 0.09, -0.04], [0.04, -0.19, -0.08], [-0.11, -0.05, 0.16], [0.11, 0.08, -0.06], [-0.02, -0.06, 0.02], [-0.06, 0.03, -0.02], [-0.15, -0.20, 0.07], [0.01, -0.14, -0.08], [-0.08, 0.39, 0.01], [0.27, -0.10, 0.05], [-0.16, -0.15, -0.01], [-0.08, 0.20, 0.02], [0.06, 0.04, 0.06], [0.02, -0.06, 0.04], [0.03, -0.03, -0.03], [0.00, 0.04, -0.06], [0.04, 0.02, 0.02], [-0.06, -0.01, -0.04], [0.06, -0.05, 0.07], [0.01, 0.08, -0.08], [-0.04, 0.04, 0.10], [0.02, 0.13, -0.08], [0.11, -0.06, -0.03], [-0.13, -0.03, -0.05], [-0.01, -0.05, 0.10], [0.04, 0.03, 0.09], [-0.02, 0.08, 0.04], [0.01, -0.13, -0.02], [0.10, 0.05, 0.01], [0.09, -0.01, -0.05], [-0.03, 0.09, -0.02], [-0.04, 0.12, -0.10], [-0.06, -0.03, 0.03], [0.01, 0.01, 0.06], [-0.01, 0.03, -0.02], [0.11, 0.03, 0.00], [-0.04, -0.07, 0.08], [0.07, -0.04, -0.04], [0.00, -0.04, 0.00], [0.03, -0.01, -0.02], [-0.04, -0.01, 0.05], [-0.13, 0.09, 0.04], [0.17, -0.05, -0.06], [-0.02, -0.05, 0.09], [0.00, 0.02, 0.02], [-0.03, -0.04, -0.02], [-0.01, -0.02, -0.02], [-0.02, 0.01, 0.00], [-0.01, 0.00, -0.03], [0.00, 0.00, 0.00], [-0.01, -0.04, 0.01], [-0.08, 0.00, -0.01], [0.02, 0.00, 0.01], [-0.02, -0.02, 0.00], [0.01, 0.01, -0.01], [0.02, 0.03, 0.00], [0.07, 0.05, 0.02], [0.00, 0.00, 0.00], [0.00, 0.00, 0.00], [0.00, 0.00, 0.00], [0.00, -0.01, 0.01], [-0.09, 0.08, -0.05], [0.00, -0.01, 0.02], [0.00, 0.00, 0.01], [-0.01, -0.01, -0.02], [0.00, -0.01, 0.01], [0.05, -0.03, -0.03], [0.01, -0.01, -0.01], [0.00, 0.00, 0.00], [0.00, 0.00, 0.00], [0.01, 0.00, 0.00], [0.02, 0.02, 0.00], [-0.01, 0.02, -0.02], [0.03, -0.03, -0.05], [0.03, -0.03, 0.01], [-0.01, 0.01, -0.01], [0.00, 0.00, 0.00], [-0.01, -0.03, 0.01], [0.00, 0.00, -0.01], [0.00, 0.00, 0.00], [0.00, 0.00, 0.00], [0.00, 0.00, 0.00], [0.00, 0.00, 0.00], [-0.01, 0.01, 0.03], [-0.02, -0.02, -0.01], [0.00, 0.00, 0.00], [0.00, 0.01, 0.01], [-0.01, 0.00, -0.01], [0.04, 0.05, -0.01], [0.00, 0.00, 0.00], [0.00, 0.00, 0.00], [0.00, 0.00, 0.00], [0.01, 0.00, -0.01], [0.02, 0.00, -0.02], [0.00, 0.02, 0.03], [0.01, -0.04, -0.04], [0.00, 0.00, 0.00], [0.00, 0.01, 0.01], [0.00, -0.01, 0.00], [0.00, 0.00, 0.00], [0.00, 0.00, 0.00], [0.00, 0.00, 0.00], [0.00, 0.00, 0.00], [0.00, 0.00, 0.00], [0.00, 0.01, 0.00], [-0.01, -0.03, 0.02], [0.02, 0.01, -0.02], [0.00, 0.06, -0.01], [0.00, -0.03, 0.01], [0.00, -0.01, -0.01], [0.01, 0.02, -0.01], [0.00, 0.00, 0.00], [-0.02, -0.01, 0.00], [0.00, 0.01, 0.00], [0.00, 0.00, 0.00], [0.00, 0.00, 0.00]],
  "smiles": "CCCCCCCCCBOCCC.c1ccncc1.c1ccncc1.c1ccncc1.c1ccncc1.c1ccncc1.c1ccncc1.c1ccncc1",
  "e_homo_ha": -0.345,
  "fmax_ha_per_bohr": 0.008
}